Density functional theory data (ωB97M-V with the def2-TZVPD basis set) for a single C4H9N5O molecule.

Positions of all 19 atoms, in Å:
C 1.753 1.012 0.154
C -2.044 1.597 -0.221
C 4.051 0.691 -0.653
C -3.618 -1.268 0.370
N 0.734 1.460 0.627
N -0.406 2.047 0.459
N -2.076 0.339 -0.180
N 2.766 0.221 -0.141
N -3.216 -0.278 -0.570
O -2.604 2.611 -0.466
H 4.719 -0.156 -0.798
H 3.865 1.380 -1.444
H 4.537 1.386 0.300
H -2.652 -1.801 0.484
H -3.816 -0.647 1.225
H -4.564 -1.806 0.195
H -0.509 2.837 1.137
H 2.905 -0.609 0.355
H -3.914 0.491 -0.777

Summary:
E_LUMO = -0.08 eV
E_tot = -13785.425 eV
Orbital gap = 0.2448 Ha

Results of the natural (NBO) charge analysis, in e, for atoms 1 through 6: number 1, C, carries 0.4718; number 2, C, carries 0.7779; number 3, C, carries -0.3884; number 4, C, carries -0.4194; number 5, N, carries -0.0717; number 6, N, carries -0.4892

Density functional theory data (ωB97M-V with the def2-TZVPD basis set) for a 2-piece molecular cluster, C4H9NO overall.

Positions of all 15 atoms, in Å:
C -0.834 1.498 -2.070
C -0.748 0.207 -1.143
C -0.334 0.412 0.249
N 0.585 -0.482 0.886
C 1.228 -1.258 0.185
H -0.188 2.494 -1.887
H -0.597 1.090 -3.041
H -1.795 2.004 -2.199
H -0.972 -0.870 -1.417
H -0.540 1.297 0.844
H 1.990 -1.013 -0.576
H 1.085 -2.314 0.361
H 0.151 -0.645 2.664
H 0.457 -1.705 3.538
O 0.513 -0.715 3.606

Summary:
E_LUMO (alpha / beta) = 4.36 / 4.33 eV
Charge = -1
2S+1 = 2
E_tot = -7827.325 eV
Orbital gap (alpha / beta) = 0.1846 / 0.2387 Ha
⟨S²⟩ = 0.7751

Results of the natural (NBO) charge analysis, in e, for atoms 1 through 6: number 1, C, carries -0.6339; number 2, C, carries -0.5003; number 3, C, carries -0.0105; number 4, N, carries -0.6385; number 5, C, carries -0.2695; number 6, H, carries 0.1819

Density functional theory data (ωB97M-V with the def2-TZVPD basis set) for a 2-piece molecular cluster, C4H9NO overall.

Positions of all 15 atoms, in Å:
C -1.579 -2.550 -2.416
C -1.141 -0.795 -0.975
N -1.214 -1.159 -2.175
H -2.505 -2.555 -2.996
H -1.768 -3.101 -1.494
H -0.850 -2.947 -3.122
H -0.885 0.230 -0.710
H -1.273 -1.452 -0.108
O 1.213 0.261 2.287
C 1.109 1.527 2.518
C 1.939 2.497 1.656
H 0.466 2.065 3.228
H 1.757 2.267 0.587
H 2.999 2.195 1.753
H 1.732 3.517 1.967

Summary:
E_LUMO (alpha / beta) = 3.48 / 3.48 eV
Charge = -1
2S+1 = 2
E_tot = -7828.883 eV
Orbital gap (alpha / beta) = 0.1058 / 0.2313 Ha
⟨S²⟩ = 0.7536

Results of the natural (NBO) charge analysis, in e, for atoms 1 through 6: number 1, C, carries -0.4430; number 2, C, carries -0.0419; number 3, N, carries -0.4201; number 4, H, carries 0.1886; number 5, H, carries 0.1723; number 6, H, carries 0.1991

Density functional theory data (ωB97M-V with the def2-TZVPD basis set) for a 2-piece molecular cluster, C4H9NO overall.

Positions of all 15 atoms, in Å:
C 1.090 0.984 -0.554
C -0.337 0.805 -0.852
N -0.724 -0.615 -1.045
C -1.098 0.094 0.221
C -0.304 -0.252 1.406
O 1.135 -1.660 0.667
H 1.350 1.852 0.059
H 1.554 -0.794 0.393
H 1.787 0.783 -1.374
H -0.921 1.522 -1.449
H -1.558 -0.674 -1.639
H -2.181 0.201 0.355
H -0.687 -0.996 2.105
H 0.371 0.492 1.815
H 0.522 -1.743 -0.109

Summary:
E_LUMO (alpha / beta) = -0.45 / 0.62 eV
E_tot = -7826.160 eV
Orbital gap (alpha / beta) = 0.2394 / 0.3387 Ha

Results of the natural (NBO) charge analysis, in e, for atoms 1 through 6: number 1, C, carries -0.4556; number 2, C, carries -0.1525; number 3, N, carries -0.6278; number 4, C, carries -0.1744; number 5, C, carries -0.2480; number 6, O, carries -0.8978

Density functional theory data (ωB97M-V with the def2-TZVPD basis set) for a 2-piece molecular cluster, C4H9NO overall.

Positions of all 15 atoms, in Å:
C -0.857 4.838 -1.653
N -0.935 6.100 -1.250
C 0.650 -3.784 1.294
C -0.076 -2.630 0.806
C 0.374 -1.370 0.088
O -0.752 3.797 -0.968
H -1.016 4.788 -2.747
H -0.579 6.134 -0.295
H 0.198 -4.401 0.489
H 0.598 -3.928 2.401
H 1.589 -3.679 0.582
H -0.846 -2.575 1.560
H 1.428 -1.616 -0.080
H -0.102 -1.258 -0.880
H 0.325 -0.417 0.653

Summary:
E_LUMO = -4.20 eV
E_tot = -7823.501 eV
Orbital gap = 0.0665 Ha

Results of the natural (NBO) charge analysis, in e, for atoms 1 through 6: number 1, C, carries 0.4181; number 2, N, carries -0.7369; number 3, C, carries -0.7283; number 4, C, carries 0.2087; number 5, C, carries -0.7093; number 6, O, carries -0.6827

Density functional theory data (ωB97M-V with the def2-TZVPD basis set) for a 2-piece molecular cluster, C4H9NO overall.

Positions of all 15 atoms, in Å:
C -0.816 1.392 0.093
N -0.600 -0.008 0.434
C -1.393 -0.909 0.020
C 0.820 -0.578 0.963
O 0.693 -1.602 1.614
C 1.813 0.124 0.350
H -1.870 1.642 0.233
H -0.201 2.009 0.746
H -0.528 1.566 -0.948
H -2.277 -0.658 -0.561
H -1.154 -1.939 0.269
H 0.227 -1.009 -1.878
H 2.804 -0.311 0.329
H 1.657 1.048 -0.189
H 0.825 -0.768 -1.477

Summary:
E_LUMO (alpha / beta) = -0.08 / -0.08 eV
E_tot = -7828.207 eV
Orbital gap (alpha / beta) = 0.2752 / 0.2753 Ha

Results of the natural (NBO) charge analysis, in e, for atoms 1 through 6: number 1, C, carries -0.4377; number 2, N, carries -0.2929; number 3, C, carries 0.0443; number 4, C, carries 0.5627; number 5, O, carries -0.6709; number 6, C, carries -0.7160

Density functional theory data (ωB97M-V with the def2-TZVPD basis set) for a 2-piece molecular cluster, C4H9NO overall.

Positions of all 15 atoms, in Å:
C 1.894 0.028 -0.624
C 2.693 2.211 -0.627
N 1.799 1.426 -1.032
H 2.645 -0.587 -1.104
H 0.912 -0.421 -0.741
H 2.007 0.020 0.466
H 2.634 3.261 -0.875
H 3.519 1.848 -0.023
C -3.564 -1.280 0.765
C -2.384 -0.887 0.321
O -1.239 -1.610 0.606
H -4.472 -0.705 0.785
H -3.546 -2.187 1.356
H -2.240 -0.087 -0.397
H -0.659 -1.031 1.123

Summary:
E_LUMO = 0.91 eV
E_tot = -7829.170 eV
Orbital gap = 0.3850 Ha
SMILES = C=CO.C=NC

Results of the natural (NBO) charge analysis, in e, for atoms 1 through 6: number 1, C, carries -0.4632; number 2, C, carries -0.0563; number 3, N, carries -0.3882; number 4, H, carries 0.2100; number 5, H, carries 0.2082; number 6, H, carries 0.1796

Density functional theory data (ωB97M-V with the def2-TZVPD basis set) for a single C4H9NO molecule.

Positions of all 15 atoms, in Å:
C -1.441 -0.908 0.115
N -0.338 0.013 0.327
C -0.696 1.373 -0.040
C 0.873 -0.419 -0.346
C 2.141 -0.138 0.446
O 3.229 0.027 -0.051
H -1.676 -1.080 -0.955
H -2.343 -0.521 0.599
H -1.203 -1.876 0.569
H -1.587 1.686 0.515
H 0.113 2.067 0.213
H -0.906 1.478 -1.122
H 0.971 -0.005 -1.363
H 0.844 -1.514 -0.469
H 2.008 -0.155 1.549

Summary:
E_LUMO = 0.97 eV
E_tot = -7830.593 eV
Orbital gap = 0.3678 Ha
SMILES = CN(C)CC=O

Results of the natural (NBO) charge analysis, in e, for atoms 1 through 6: number 1, C, carries -0.4098; number 2, N, carries -0.4388; number 3, C, carries -0.4148; number 4, C, carries -0.3401; number 5, C, carries 0.4381; number 6, O, carries -0.5158

Density functional theory data (ωB97M-V with the def2-TZVPD basis set) for a single C4H9NO molecule.

Positions of all 15 atoms, in Å:
C 0.100 -0.460 -1.503
C -1.408 -0.450 -0.800
C -0.808 0.452 0.205
O -0.824 1.628 -0.129
N -0.077 -0.047 1.248
C 1.193 0.575 1.562
H 0.911 0.205 -1.126
H 0.490 -1.464 -1.315
H 0.007 -0.216 -2.547
H -2.329 0.085 -1.117
H -1.673 -1.503 -0.786
H -0.136 -1.042 1.403
H 2.034 0.035 1.098
H 1.170 1.591 1.165
H 1.351 0.611 2.640

Summary:
E_LUMO = 0.92 eV
E_tot = -7830.286 eV
Orbital gap = 0.3830 Ha
SMILES = CCC(=O)NC

Results of the natural (NBO) charge analysis, in e, for atoms 1 through 6: number 1, C, carries -0.5879; number 2, C, carries -0.4988; number 3, C, carries 0.6723; number 4, O, carries -0.6496; number 5, N, carries -0.6263; number 6, C, carries -0.4255

Density functional theory data (ωB97M-V with the def2-TZVPD basis set) for a 2-piece molecular cluster, C4H9NO overall.

Positions of all 15 atoms, in Å:
C 1.452 0.241 -1.079
C 0.022 -0.189 -1.394
C -1.225 0.743 1.901
N -0.065 0.235 1.820
C -0.523 -1.266 -0.484
O -1.704 -1.431 -0.277
H 1.877 0.822 -1.903
H 1.486 0.845 -0.169
H 2.096 -0.632 -0.920
H -0.025 -0.611 -2.409
H -0.680 0.653 -1.378
H -1.993 0.385 1.211
H -1.513 1.520 2.618
H 0.564 0.640 2.516
H 0.232 -1.957 -0.053

Summary:
E_LUMO = 1.09 eV
E_tot = -7830.358 eV
Orbital gap = 0.3879 Ha
SMILES = CCC=O.C=N

Results of the natural (NBO) charge analysis, in e, for atoms 1 through 6: number 1, C, carries -0.6053; number 2, C, carries -0.5180; number 3, C, carries -0.0345; number 4, N, carries -0.6221; number 5, C, carries 0.4708; number 6, O, carries -0.5625

Density functional theory data (ωB97M-V with the def2-TZVPD basis set) for a 2-piece molecular cluster, C4H9NO overall.

Positions of all 15 atoms, in Å:
C 1.911 0.416 -0.886
C 0.585 1.064 -0.507
N -0.393 0.034 -0.203
C -0.836 -0.037 0.956
O -0.765 0.538 2.168
C -1.672 -0.663 1.917
H 2.633 1.176 -1.198
H 1.766 -0.291 -1.709
H 2.330 -0.135 -0.037
H 0.720 1.758 0.333
H 0.194 1.637 -1.355
H -1.054 -1.468 -1.730
H -2.731 -0.427 1.964
H -1.345 -1.569 2.420
H -1.343 -2.034 -2.132

Summary:
E_LUMO = 1.01 eV
E_tot = -7828.683 eV
Orbital gap = 0.4021 Ha
SMILES = CC/N=C1/CO1.[H][H]

Results of the natural (NBO) charge analysis, in e, for atoms 1 through 6: number 1, C, carries -0.6064; number 2, C, carries -0.2368; number 3, N, carries -0.4710; number 4, C, carries 0.5281; number 5, O, carries -0.4663; number 6, C, carries -0.1471

Density functional theory data (ωB97M-V with the def2-TZVPD basis set) for a single C4H9NO molecule.

Positions of all 15 atoms, in Å:
C 1.945 -0.301 0.215
C 0.880 0.734 -0.053
N 0.077 0.592 -1.266
C -0.584 0.507 0.039
C -1.281 -0.787 0.398
O -2.688 -0.607 0.364
H 2.209 -0.322 1.278
H 1.617 -1.299 -0.086
H 2.852 -0.061 -0.352
H 1.189 1.750 0.202
H -0.080 1.491 -1.710
H -1.192 1.353 0.366
H -1.051 -1.086 1.425
H -0.962 -1.591 -0.279
H -2.929 -0.372 -0.541

Summary:
E_LUMO = 1.05 eV
E_tot = -7830.287 eV
Orbital gap = 0.3934 Ha
SMILES = C[C@H]1N[C@H]1CO

Results of the natural (NBO) charge analysis, in e, for atoms 1 through 6: number 1, C, carries -0.6196; number 2, C, carries -0.0724; number 3, N, carries -0.6033; number 4, C, carries -0.1194; number 5, C, carries -0.0768; number 6, O, carries -0.7124

Density functional theory data (ωB97M-V with the def2-TZVPD basis set) for a single C4H9NO molecule.

Positions of all 15 atoms, in Å:
C 0.830 -1.163 -1.009
C 0.219 0.214 -1.044
N -1.176 0.344 -0.624
C -0.127 0.959 0.191
C 0.032 0.340 1.583
O -0.979 -0.594 1.868
H 1.924 -1.093 -0.965
H 0.478 -1.719 -0.135
H 0.562 -1.728 -1.908
H 0.522 0.827 -1.894
H -1.685 1.026 -1.176
H -0.038 2.044 0.147
H 0.025 1.142 2.334
H 1.011 -0.157 1.653
H -1.552 -0.601 1.081

Summary:
E_LUMO = 0.97 eV
E_tot = -7830.393 eV
Orbital gap = 0.3962 Ha
SMILES = C[C@H]1N[C@H]1CO

Results of the natural (NBO) charge analysis, in e, for atoms 1 through 6: number 1, C, carries -0.6291; number 2, C, carries -0.0690; number 3, N, carries -0.6264; number 4, C, carries -0.1125; number 5, C, carries -0.0746; number 6, O, carries -0.7296

Density functional theory data (ωB97M-V with the def2-TZVPD basis set) for a 2-piece molecular cluster, C4H9NO overall.

Positions of all 15 atoms, in Å:
C -1.796 1.252 -0.001
N -1.006 0.268 0.044
C -1.559 -1.057 0.232
C 1.556 -0.318 -0.809
O 1.415 -1.511 -0.946
C 2.255 0.327 0.359
H -2.886 1.165 0.114
H 1.182 0.390 -1.576
H -1.388 2.251 -0.166
H -1.378 -1.641 -0.676
H -2.636 -1.055 0.461
H -1.016 -1.559 1.039
H 2.631 -0.439 1.041
H 1.545 0.977 0.882
H 3.083 0.951 0.003

Summary:
E_LUMO = 1.02 eV
E_tot = -7830.225 eV
Orbital gap = 0.3846 Ha
SMILES = C=NC.CC=O

Results of the natural (NBO) charge analysis, in e, for atoms 1 through 6: number 1, C, carries -0.0564; number 2, N, carries -0.4004; number 3, C, carries -0.4492; number 4, C, carries 0.4670; number 5, O, carries -0.5562; number 6, C, carries -0.7256

Density functional theory data (ωB97M-V with the def2-TZVPD basis set) for a 2-piece molecular cluster, C4H9NO overall.

Positions of all 15 atoms, in Å:
C -2.158 -2.176 -0.417
C -1.415 -2.119 0.687
C 0.569 0.286 0.531
O -0.027 0.373 -0.672
N 1.463 1.274 0.633
C 1.794 2.305 -0.344
H -0.677 -0.348 -0.690
H -1.854 -2.763 -1.281
H -3.110 -1.656 -0.493
H -1.713 -1.536 1.554
H -0.465 -2.638 0.770
H 1.980 1.278 1.498
H 2.676 2.033 -0.935
H 0.946 2.438 -1.015
H 1.990 3.248 0.174

Summary:
E_LUMO = 1.04 eV
E_tot = -7829.234 eV
Orbital gap = 0.3481 Ha

Results of the natural (NBO) charge analysis, in e, for atoms 1 through 6: number 1, C, carries -0.4456; number 2, C, carries -0.3663; number 3, C, carries 0.2650; number 4, O, carries -0.7305; number 5, N, carries -0.6200; number 6, C, carries -0.4426